The molecule C4H8O2. Source: the Open Molecules 2025 dataset; level of theory: ωB97M-V/def2-TZVPD.

Properties
Largest force on an atom: 0.010 Eh/bohr
Energy above the lowest of the compared OMol25 structures with the same formula, charge and spin: 2.874 eV
Charge: 0
Kohn-Sham gap: 9.97 eV
HOMO: -9.0 eV
E: -8370.4075 eV

The geometry in XYZ format:
```
14
Properties=species:S:1:pos:R:3:forces:R:3:nbo_charge:R:1
C 1.282394 -0.971888 -1.946026 0.022 0.014 -0.025 -0.625
C 0.651006 -0.835990 -0.578705 -0.155 -0.197 -0.055 -0.097
O 1.122801 0.392772 0.026117 0.051 0.346 0.188 -0.518
C 0.405925 1.103713 0.872528 -0.045 -0.408 -0.315 0.433
O -0.761892 0.494788 1.055804 0.275 0.083 -0.098 -0.547
C -1.692882 1.207253 1.857371 -0.282 0.089 0.244 -0.251
H 0.903762 -0.199745 -2.622637 0.085 -0.094 0.095 0.213
H 2.371689 -0.890083 -1.898933 -0.141 -0.035 0.027 0.217
H 1.018960 -1.950716 -2.359670 0.072 0.130 0.008 0.214
H -0.434981 -0.808347 -0.652400 0.108 -0.080 -0.023 0.198
H 0.934393 -1.657173 0.087677 -0.039 0.115 -0.089 0.186
H -1.171412 1.881018 2.535675 -0.022 -0.028 -0.040 0.202
H -2.261890 0.461645 2.410404 0.008 0.088 0.036 0.189
H -2.367873 1.772753 1.212795 0.063 -0.022 0.047 0.185
```
Forces are in eV/Å.